# 1
One molecule with the formula CH5N. Source: OMol25; level of theory: ωB97M-V/def2-TZVPD.

Structure (XYZ):
```
7
CH5N, DFT ωB97M-V/def2-TZVPD
C -0.43185 0.37803 0.04991
N 0.75751 -0.45605 0.22426
H -0.56750 0.83931 -0.92501
H -0.44289 1.15993 0.80677
H -1.30235 -0.24221 0.25447
H 0.51021 -1.42304 0.04528
H 1.47686 -0.25597 -0.45569
```

Output
LUMO = 1.27 eV
total energy = -2607.8344 eV
net charge = 0
SMILES = CN
highest occupied orbital energy = -9.35 eV

natural (NBO) population analysis, charges in e, atoms 1 to 2: -0.414 -0.833

# 2
A 2-piece molecular cluster, CH5N2O overall in a non-equilibrium geometry. Source: OMol25; level of theory: ωB97M-V/def2-TZVPD.

Structure (XYZ):
```
9
CH5N2O, DFT ωB97M-V/def2-TZVPD
O -2.63425 0.28434 0.52372
H -1.68430 0.64938 0.29563
N 0.02250 0.58869 -0.31713
C 0.84229 -0.38247 -0.12386
N 2.36146 -0.45789 -0.09812
H 0.28837 1.35472 -0.79166
H -2.26168 -0.52634 0.21379
H 0.68488 -1.25228 0.55306
H 2.30522 -1.12099 -0.81068
```

Output
LUMO = 4.82 eV
total energy = -6143.8444 eV
net charge = -1
highest occupied orbital energy = -2.22 eV

natural (NBO) population analysis, charges in e, atoms 1 to 2: -1.019 0.496

# 3
An isolated ion of composition CH5N2O and charge +1 in a non-equilibrium geometry. Source: OMol25; level of theory: ωB97M-V/def2-TZVPD.

Structure (XYZ):
```
9
CH5N2O, DFT ωB97M-V/def2-TZVPD
C 0.52994 0.27283 0.25343
N 1.34207 -0.19793 -0.78449
N -0.93660 0.16378 0.20680
O 1.19560 -0.87159 0.55892
H 0.90941 1.16724 0.79259
H 0.79558 -0.70978 -1.46038
H -1.52559 1.01792 0.08724
H -1.36252 -0.32894 0.93476
H -0.94788 -0.51352 -0.58888
```

Output
LUMO = -4.42 eV
total energy = -6135.1697 eV
net charge = +1
SMILES = [NH3+][C@@H]1NO1
highest occupied orbital energy = -16.12 eV

natural (NBO) population analysis, charges in e, atoms 1 to 2: 0.299 -0.240

The following Kohn-Sham gap values (in eV) correspond, in order, to the records above: 10.63; 7.05; 11.70.